{
  "formula": "C13H31ClN3O5Zn",
  "method": "the ωB97M-V functional and the def2-TZVPD basis",
  "symbols": ["Zn", "Cl", "C", "O", "C", "C", "O", "C", "H", "H", "H", "H", "H", "H", "H", "H", "H", "H", "C", "C", "O", "N", "C", "H", "H", "H", "H", "H", "H", "H", "C", "C", "O", "N", "C", "H", "H", "H", "H", "H", "H", "H", "C", "C", "O", "N", "C", "H", "H", "H", "H", "H", "H", "H"],
  "xyz": [[0.1100, 0.8464, 0.1527], [-0.7204, 2.8859, 0.9797], [-0.2018, 2.1789, -2.5709], [0.6893, 1.5625, -1.6413], [1.9051, 2.3156, -1.5436], [2.8603, 1.5353, -0.6521], [2.1798, 1.1152, 0.5196], [3.0835, 0.5568, 1.4428], [-0.8960, 1.4419, -2.9733], [0.3441, 2.5588, -3.4355], [-0.7552, 2.9795, -2.0791], [1.6529, 3.2886, -1.1125], [2.3963, 2.4642, -2.5065], [3.7218, 2.1723, -0.4355], [3.2342, 0.6690, -1.2114], [2.5549, 0.1484, 2.3085], [3.8428, 1.2586, 1.7838], [3.5559, -0.3541, 1.0508], [-2.9455, -1.7956, -0.9669], [-2.7548, -0.2898, -0.8597], [-1.6499, 0.1570, -0.5667], [-3.8060, 0.4711, -1.1635], [-3.8003, 1.9290, -1.2048], [-2.5310, -2.1021, -1.9299], [-3.9862, -2.1157, -0.9652], [-2.3638, -2.2787, -0.1871], [-4.6914, -0.0028, -1.2096], [-4.7349, 2.3142, -0.8126], [-3.5679, 2.2467, -2.2207], [-3.0081, 2.3161, -0.5582], [2.2240, -2.9836, -0.0081], [1.3929, -2.1419, -0.9438], [0.8216, -1.1180, -0.5760], [1.2892, -2.5835, -2.2033], [0.5349, -1.9817, -3.2791], [3.2266, -2.5952, 0.1244], [2.2217, -4.0345, -0.2991], [1.6746, -2.9815, 0.9369], [1.7959, -3.4119, -2.4688], [1.1627, -1.4620, -4.0048], [-0.1466, -1.2326, -2.8746], [-0.0527, -2.7352, -3.8004], [-1.1319, -1.8597, 3.3322], [-0.5288, -0.4969, 3.0917], [-0.1984, -0.1608, 1.9556], [-0.3327, 0.2860, 4.1551], [0.1508, 1.6427, 4.1038], [-1.9492, -1.9806, 2.6188], [-1.5578, -1.9894, 4.3256], [-0.4067, -2.6392, 3.1107], [-0.6806, -0.1220, 5.0066], [-0.5901, 2.2974, 3.6372], [1.0683, 1.7488, 3.5312], [0.2944, 2.0619, 5.0972]],
  "forces_ev_per_a": [[-0.81, 0.04, 1.24], [0.21, -0.22, -0.37], [-0.49, 0.04, -0.30], [0.80, 0.23, -1.50], [0.10, -0.01, 0.95], [-0.21, 0.22, -0.83], [0.68, 0.55, -0.08], [0.01, -1.40, 0.85], [0.01, -0.16, 0.38], [0.19, 0.11, 0.17], [0.05, 0.05, 0.00], [0.10, 0.01, 0.06], [-0.26, -0.12, -0.18], [-0.07, 0.01, 0.28], [-0.08, -0.16, 0.18], [-0.34, 0.57, -0.09], [-0.05, 0.18, -0.18], [0.22, 0.35, -0.42], [0.02, 0.37, -0.20], [-0.19, -0.73, -0.02], [-0.15, 0.24, -0.41], [-0.22, -0.02, 0.34], [0.78, -0.08, 0.31], [0.08, 0.01, 0.03], [0.01, 0.04, 0.20], [-0.08, -0.05, 0.07], [-0.03, 0.03, -0.24], [-0.17, 0.03, -0.34], [-0.40, 0.25, 0.00], [0.02, -0.18, 0.01], [-1.03, -0.41, 0.34], [-0.06, 0.32, -0.16], [0.23, -0.09, 0.03], [0.27, -0.58, -0.63], [-0.45, 0.67, 0.04], [0.10, 0.02, -0.01], [0.39, 0.10, -0.27], [0.35, 0.28, 0.12], [0.08, -0.04, 0.29], [0.18, -0.14, 0.06], [0.03, -0.10, 0.15], [0.05, -0.07, 0.02], [-0.48, 0.17, -0.21], [0.30, 0.11, 0.08], [0.22, -0.19, -0.27], [-0.33, -0.91, 0.21], [-0.42, 1.08, -0.06], [0.05, 0.02, -0.02], [0.21, -0.03, 0.07], [0.12, 0.03, 0.12], [0.17, 0.42, 0.25], [0.12, -0.19, -0.20], [0.04, -0.23, -0.02], [0.17, -0.45, 0.16]],
  "e_above_lowest_kj_mol": 40.1,
  "lumo_ev": -1.928,
  "multiplicity": 1,
  "orbital_gap_ev": 9.49,
  "total_charge": 1,
  "energy_ha": -3293.84926,
  "homo_ha": -0.420
}